Molecular formula: C60H150N10O20
Method: DFT, the ωB97M-V functional and the def2-TZVPD basis

Atoms and positions in Å:
C -4.702 1.590 -0.419
O -3.866 1.697 -1.548
C -2.704 0.901 -1.396
C -1.441 1.635 -0.931
N -0.400 0.707 -0.591
C 0.972 1.221 -0.702
C 1.968 0.079 -0.463
O 1.914 -0.312 0.912
C 2.823 -1.396 1.194
H -5.051 0.577 -0.210
H -5.533 2.235 -0.706
H -4.181 1.931 0.482
H -2.463 0.426 -2.358
H -2.926 0.000 -0.812
H -1.812 2.196 -0.054
H -1.152 2.439 -1.624
H -0.540 -0.218 -0.999
H 1.086 1.957 0.094
H 1.040 1.673 -1.699
H 2.975 0.409 -0.734
H 1.648 -0.753 -1.097
H 2.826 -2.148 0.406
H 2.512 -1.783 2.162
H 3.795 -0.923 1.354
C -0.117 -1.427 6.255
O -1.453 -1.014 6.321
C -1.633 0.294 5.792
C -2.041 0.311 4.326
N -3.323 -0.281 4.136
C -3.746 -0.445 2.786
C -5.050 -1.174 2.587
O -5.016 -2.516 3.042
C -4.341 -3.427 2.173
H 0.438 -1.078 5.379
H -0.078 -2.517 6.273
H 0.515 -1.087 7.084
H -0.689 0.845 5.796
H -2.411 0.715 6.425
H -1.291 -0.245 3.739
H -2.018 1.365 4.031
H -3.608 -1.017 4.761
H -2.937 -0.985 2.253
H -3.730 0.523 2.269
H -5.332 -1.206 1.524
H -5.919 -0.676 3.023
H -4.614 -4.409 2.551
H -3.264 -3.256 2.156
H -4.750 -3.294 1.167
C 7.124 0.927 -7.538
O 6.013 0.780 -6.680
C 5.714 -0.560 -6.343
C 6.593 -1.020 -5.152
N 6.249 -0.479 -3.853
C 6.330 0.960 -3.741
C 5.894 1.478 -2.381
O 6.448 0.882 -1.240
C 7.853 0.785 -1.239
H 8.041 0.623 -7.032
H 7.178 1.967 -7.858
H 7.021 0.380 -8.482
H 5.936 -1.230 -7.183
H 4.648 -0.637 -6.128
H 7.618 -0.818 -5.476
H 6.653 -2.112 -5.112
H 5.395 -0.864 -3.480
H 5.814 1.514 -4.539
H 7.312 1.379 -4.010
H 4.822 1.288 -2.279
H 6.038 2.565 -2.442
H 8.186 0.531 -0.234
H 8.368 1.674 -1.620
H 8.157 -0.048 -1.885
C -0.430 3.805 -3.763
O 0.389 2.681 -3.980
C 1.285 2.826 -5.066
C 2.185 1.574 -5.105
N 2.697 1.371 -6.443
C 1.854 0.495 -7.265
C 2.294 0.475 -8.728
O 3.335 -0.483 -8.803
C 4.097 -0.239 -9.983
H -0.806 4.214 -4.707
H 0.129 4.555 -3.197
H -1.330 3.578 -3.190
H 1.944 3.691 -4.949
H 0.707 2.887 -5.991
H 1.658 0.711 -4.671
H 3.040 1.659 -4.427
H 3.680 1.150 -6.432
H 0.841 0.907 -7.246
H 1.850 -0.482 -6.770
H 2.522 1.469 -9.114
H 1.376 0.148 -9.238
H 3.409 -0.301 -10.833
H 4.887 -0.974 -10.116
H 4.524 0.766 -10.040
C -6.963 -0.905 -1.938
O -6.958 -1.543 -0.670
C -8.131 -1.239 0.095
C -8.453 -2.250 1.145
N -9.900 -2.447 1.334
C -10.597 -1.331 1.963
C -10.534 -1.439 3.524
O -9.252 -1.190 4.083
C -8.619 -2.359 4.585
H -7.884 -1.094 -2.503
H -6.125 -1.238 -2.540
H -7.015 0.165 -1.709
H -8.945 -0.917 -0.557
H -7.799 -0.334 0.632
H -7.949 -2.085 2.097
H -8.057 -3.233 0.862
H -10.219 -3.352 1.630
H -11.621 -1.396 1.591
H -10.131 -0.377 1.723
H -10.934 -2.410 3.827
H -11.158 -0.650 3.953
H -8.370 -3.083 3.805
H -9.328 -2.791 5.299
H -7.688 -2.185 5.124
C 4.360 -4.914 0.571
O 4.055 -4.336 1.817
C 3.885 -5.313 2.830
C 3.260 -4.654 4.048
N 4.067 -3.497 4.596
C 3.211 -2.465 5.116
C 3.915 -1.473 6.006
O 3.033 -0.437 6.318
C 3.478 0.384 7.366
H 5.012 -5.787 0.597
H 4.843 -4.124 -0.010
H 3.451 -5.089 -0.020
H 4.898 -5.644 3.090
H 3.190 -6.116 2.566
H 3.112 -5.359 4.870
H 2.283 -4.206 3.830
H 4.524 -3.262 3.715
H 2.382 -2.954 5.644
H 2.642 -1.992 4.298
H 4.878 -1.175 5.564
H 4.308 -1.943 6.921
H 2.788 1.216 7.495
H 4.463 0.828 7.180
H 3.542 -0.221 8.279
C 11.482 2.621 2.510
O 10.542 1.544 2.638
C 9.279 1.880 2.059
C 8.361 0.773 2.545
N 8.864 -0.572 2.345
C 8.301 -1.607 3.217
C 6.762 -1.681 3.291
O 6.080 -2.225 2.193
C 6.400 -1.784 0.901
H 11.323 3.377 3.285
H 11.239 3.113 1.565
H 12.478 2.193 2.561
H 9.258 1.887 0.966
H 8.928 2.848 2.419
H 7.310 0.843 2.240
H 8.189 0.925 3.631
H 9.855 -0.523 2.551
H 8.583 -1.353 4.250
H 8.738 -2.560 2.925
H 6.320 -0.716 3.577
H 6.499 -2.333 4.128
H 7.396 -2.148 0.619
H 6.550 -0.703 0.819
H 5.672 -2.119 0.169
C -9.054 2.846 -1.084
O -9.489 2.747 -2.420
C -10.246 1.563 -2.658
C -10.815 1.661 -4.060
N -12.012 2.485 -4.113
C -12.392 3.019 -5.416
C -13.420 4.150 -5.509
O -13.443 4.826 -4.228
C -14.720 4.816 -3.634
H -9.916 2.779 -0.415
H -8.548 3.803 -0.958
H -8.281 2.111 -0.829
H -11.103 1.545 -1.975
H -9.555 0.724 -2.549
H -10.987 0.630 -4.407
H -10.013 1.966 -4.736
H -12.753 1.919 -3.718
H -12.861 2.247 -6.045
H -11.431 3.323 -5.833
H -14.429 3.770 -5.679
H -13.200 4.884 -6.284
H -15.370 5.433 -4.262
H -14.709 5.312 -2.660
H -15.115 3.827 -3.382
C -0.858 -1.999 -3.161
O -0.691 -1.857 -1.782
C -0.819 -3.057 -1.054
C -0.466 -2.685 0.386
N -0.893 -3.694 1.368
C -0.307 -5.032 1.113
C -0.742 -5.972 2.221
O 0.035 -5.743 3.388
C -0.250 -6.746 4.374
H -0.977 -1.026 -3.635
H -1.723 -2.614 -3.444
H -0.012 -2.510 -3.643
H -0.096 -3.783 -1.445
H -1.834 -3.474 -1.060
H -0.965 -1.770 0.701
H 0.613 -2.520 0.460
H -0.586 -3.433 2.301
H 0.769 -4.896 0.963
H -0.870 -5.348 0.229
H -0.570 -7.010 1.897
H -1.832 -5.970 2.329
H 0.329 -6.351 5.215
H 0.155 -7.737 4.178
H -1.293 -6.690 4.682
C 1.463 1.534 3.913
O 1.631 2.945 3.794
C 2.018 3.414 2.509
C 3.394 2.925 2.018
N 4.454 3.915 1.847
C 4.182 4.908 0.804
C 5.199 6.059 0.882
O 4.861 6.897 1.957
C 6.018 7.503 2.515
H 0.721 1.207 3.180
H 1.089 1.409 4.928
H 2.417 1.016 3.798
H 2.040 4.487 2.703
H 1.246 3.138 1.785
H 3.289 2.445 1.043
H 3.840 2.199 2.700
H 4.681 4.467 2.666
H 3.195 5.371 0.920
H 4.234 4.480 -0.200
H 5.237 6.549 -0.101
H 6.216 5.659 0.972
H 5.818 8.315 3.214
H 6.649 7.812 1.681
H 6.570 6.819 3.174

The value obtained for the energy above the lowest of the compared OMol25 structures with the same formula, charge and spin is 451.7 kJ/mol. The calculation puts the molecular weight at 1331.9 g/mol. The structure (SMILES) is COCCNCCOC.COCCNCCOC.COCCNCCOC.COCCNCCOC.COCCNCCOC.COCCNCCOC.COCCNCCOC.COCCNCCOC.COCCNCCOC.COCCNCCOC. Its largest force on an atom is 0.0516 Eh/bohr. The calculation puts the orbital gap at 0.2988 Eh.